[1]
14
Properties=species:S:1:pos:R:3:lowdin_charge:R:1 method="wB97M-V/def2-TZVPD" orbital_gap_ha=0.40309 largest_force_ev_per_a=1.399 relative_energy_kcal_mol=53.1
C 0.59 1.58 0.44 -0.064
C 0.64 1.52 -1.06 -0.307
C 0.40 -2.14 -0.10 -0.110
N -0.18 -1.72 0.95 0.001
C -2.74 -0.49 0.45 -0.006
O -2.53 0.48 -0.11 0.007
O 0.50 0.52 -1.73 0.009
H 0.33 0.60 0.87 0.042
H -0.14 2.34 0.75 0.082
H 1.57 1.91 0.81 0.084
H 0.82 2.49 -1.56 0.115
H 0.83 -1.40 -0.78 0.036
H 0.47 -3.19 -0.40 0.069
H -0.58 -2.50 1.48 0.044

[2]
53
Properties=species:S:1:pos:R:3:mulliken_spin:R:1 method="wB97M-V/def2-TZVPD" orbital_gap_ha="0.17570 / 0.20096" spin_multiplicity=4 largest_force_ev_per_a=3.746 total_charge=+2
Cr 0.77 1.96 2.93 3.393
Cl -2.01 4.50 2.16 0.003
C -0.37 4.90 2.09 0.012
C 0.55 3.94 2.48 -0.318
C 1.88 4.25 2.43 0.041
Cl 2.87 3.00 3.26 -0.030
C 2.38 5.46 1.95 -0.023
Cl 4.08 5.76 1.96 -0.007
C 1.41 6.40 1.53 0.040
Cl 1.88 7.90 0.95 0.009
C 0.01 6.16 1.65 -0.021
Cl -1.13 7.31 1.11 -0.007
I -0.28 2.50 5.47 -0.045
C -2.07 1.58 4.76 0.013
I -1.61 0.75 2.86 -0.037
H -2.85 2.35 4.67 0.000
H -2.29 0.75 5.43 -0.002
Cl -2.22 0.07 -5.29 0.000
C -1.30 -0.66 -3.96 0.000
C -1.49 -0.23 -2.64 0.000
C -0.65 -0.90 -1.74 0.004
C 0.12 -2.02 -2.00 0.000
C 0.89 -2.60 -0.81 0.000
C 2.20 -1.87 -0.60 -0.001
N 2.11 -0.43 -0.12 0.001
C 2.17 0.72 -0.91 0.013
C 1.73 1.75 -0.13 0.016
N 1.40 1.26 1.11 -0.070
C 1.71 -0.07 1.11 0.022
O 0.15 -2.48 0.38 -0.001
C -1.07 -3.27 0.56 0.001
C -1.58 -4.12 -0.57 -0.001
C -1.09 -5.34 -0.89 0.000
Cl 0.01 -6.24 0.12 0.000
S -1.81 -6.07 -2.27 0.000
C -2.72 -4.56 -2.53 0.000
C -2.56 -3.70 -1.55 0.000
C 0.14 -2.46 -3.28 0.000
Cl 1.15 -3.84 -3.75 0.000
C -0.53 -1.73 -4.28 0.000
H -2.09 0.60 -2.43 0.000
H -0.73 -0.49 -0.72 -0.002
H 1.23 -3.64 -0.92 0.000
H 2.79 -1.97 -1.42 -0.001
H 2.75 -2.41 0.19 0.001
H 2.45 0.74 -1.89 -0.001
H 1.67 2.83 -0.38 -0.002
H 1.43 -0.74 1.92 -0.002
H -1.83 -2.53 0.79 0.000
H -0.87 -3.84 1.47 0.000
H -3.27 -4.42 -3.44 0.000
H -3.09 -2.75 -1.49 0.000
H -0.48 -2.08 -5.33 0.000

[3]
13
Properties=species:S:1:pos:R:3:lowdin_charge:R:1 method="wB97M-V/def2-TZVPD" orbital_gap_ha=0.25155 largest_force_ev_per_a=1.267 relative_energy_kcal_mol=39.7 smiles="O=[P@@]([O-])(O)c1nccn1[O-]" total_charge=-2
O 2.73 -0.91 -1.01 -0.431
P 2.01 -0.08 0.01 0.235
O 2.52 -0.12 1.42 -0.434
O 2.00 1.48 -0.53 -0.253
C 0.20 -0.37 -0.01 -0.336
N -0.39 -1.57 0.00 0.019
C -1.72 -1.32 0.04 -0.266
C -1.95 0.04 0.07 -0.132
N -0.72 0.62 0.04 -0.257
O -0.50 1.93 0.05 -0.249
H 1.10 1.80 -0.26 -0.021
H -2.44 -2.12 0.06 0.050
H -2.85 0.62 0.11 0.077